DFT (ωB97M-V/def2-TZVPD) results for a structure of composition CH3ClN2S in a non-equilibrium geometry.

Summary:
ΔE to the lowest compared entry with this formula, charge and spin	57.70	kcal/mol
strongest force on any atom	2.76	eV/A
E	-27420.6505	eV
HOMO level (alpha / beta)	-9.80 / -9.80	eV
HOMO-LUMO gap (alpha / beta)	7.5367 / 7.5375	eV

Each line ends with the natural charge from an NBO analysis.
Positions of all 8 atoms, in Å:
C -0.06 -1.50 -0.05  -0.016
N 0.77 0.73 0.14  -0.647
N 0.93 -0.67 0.08  -0.413
S -1.64 -1.08 -0.08  0.408
Cl -2.66 1.36 0.07  -0.506
H -0.21 0.95 0.36  0.394
H 0.96 1.15 -0.77  0.366
H 1.90 -0.95 0.24  0.414